C90H200B5F20N10 | ωB97M-V/def2-TZVPD

## Properties
- orbital gap (eV) = 9.32
- largest force on an atom (hartree/bohr) = 0.09100
- E_HOMO (eV) = -17.1104
- charge = +5

Each line ends with the Mulliken charge.
Geometry (Å):
C1 -0.4780 -5.2617 -2.0127  -1.228
C2 -0.5946 -5.6258 -0.5316  0.293
C3 0.7043 -6.3947 -0.0942  -0.860
N1 0.7533 -7.0441 1.3229  0.460
C4 0.6201 -5.9307 2.4477  0.644
C5 0.9705 -6.4210 3.9009  -0.940
C6 2.3273 -7.1589 4.0579  -0.352
C7 2.3283 -8.3045 3.0715  -0.936
C8 2.0679 -7.8595 1.5893  -0.572
C9 -0.4720 -7.9709 1.4326  -0.907
H1 0.2522 -4.4560 -2.0889  -0.015
H2 -1.3992 -4.8513 -2.4263  0.259
H3 -0.1159 -6.0368 -2.6880  0.504
H4 -1.5554 -6.1279 -0.4177  0.663
H5 -0.7967 -4.7497 0.0847  0.108
H6 1.6074 -5.7903 -0.1790  -0.038
H7 0.7551 -7.3149 -0.6762  0.452
H8 1.2249 -5.0543 2.2150  -0.158
H9 -0.4008 -5.5555 2.3765  -0.380
H10 0.9326 -5.5210 4.5146  0.440
H11 0.0852 -6.9219 4.2925  0.451
H12 3.1568 -6.5209 3.7531  -0.054
H13 2.3851 -7.4793 5.0982  0.465
H14 3.2828 -8.8128 3.2084  0.448
H15 1.6683 -9.1283 3.3433  0.412
H16 2.9189 -7.2433 1.2993  0.316
H17 2.0578 -8.7663 0.9845  0.489
H18 -0.4795 -8.4211 2.4252  0.473
H19 -0.4009 -8.6879 0.6147  0.253
H20 -1.2798 -7.2400 1.3969  0.279
C10 9.6375 -0.0156 2.3786  -1.405
C11 8.6992 -1.1281 1.8730  -0.048
C12 9.2842 -2.1481 0.8102  -0.550
N2 8.2473 -3.2415 0.3371  0.101
C13 9.0075 -4.1151 -0.7108  -0.724
C14 8.2443 -5.4101 -1.1451  -0.503
C15 7.7874 -6.3698 0.0172  -0.953
C16 7.0662 -5.3982 1.0635  -0.090
C17 7.8159 -4.1448 1.5808  -0.648
C18 7.0032 -2.5596 -0.2907  -0.951
H21 10.5601 -0.2803 2.8953  0.389
H22 9.0701 0.7323 2.9326  0.355
H23 9.9009 0.5303 1.4727  0.309
H24 7.7681 -0.7078 1.4928  0.216
H25 8.4309 -1.7619 2.7182  0.272
H26 10.1146 -2.7623 1.1585  0.399
H27 9.5394 -1.5203 -0.0435  0.388
H28 9.9507 -4.4275 -0.2626  0.475
H29 9.2496 -3.3951 -1.4925  0.492
H30 8.9959 -5.9699 -1.7018  0.433
H31 7.3545 -5.1996 -1.7384  0.171
H32 8.6020 -6.8525 0.5572  0.374
H33 7.0200 -7.0903 -0.2659  0.386
H34 6.7931 -5.9856 1.9400  0.577
H35 6.0598 -5.1817 0.7053  -0.357
H36 8.7665 -4.4961 1.9822  0.321
H37 7.3527 -3.5093 2.3355  0.617
H38 6.6186 -2.2371 0.6769  0.456
H39 6.3600 -3.2556 -0.8292  0.083
H40 7.4537 -1.7463 -0.8596  0.357
C19 -5.5400 -0.7890 4.9424  -1.232
C20 -5.7756 -0.9411 3.4586  -0.432
C21 -4.3600 -1.1606 2.7957  -0.462
N3 -4.4657 -1.2214 1.1956  1.265
C22 -3.0276 -1.2314 0.6388  -0.378
C23 -2.8969 -1.6506 -0.7925  1.746
C24 -3.6187 -3.0156 -1.0678  -0.375
C25 -5.1463 -2.9971 -0.5761  -1.037
C26 -5.2649 -2.4791 0.8818  -0.514
C27 -5.1159 0.1004 0.6082  -0.772
H41 -5.3860 -1.7476 5.4379  -0.072
H42 -6.4510 -0.5453 5.4889  0.618
H43 -4.6493 -0.3027 5.3402  0.298
H44 -6.2387 -0.0025 3.1542  0.344
H45 -6.4371 -1.7867 3.2701  0.327
H46 -3.9823 -2.1025 3.1935  0.078
H47 -3.6587 -0.3675 3.0549  0.527
H48 -2.5118 -1.8524 1.3711  0.526
H49 -2.5034 -0.2997 0.8517  -0.290
H50 -1.8672 -1.8081 -1.1137  -0.338
H51 -3.3438 -0.8432 -1.3725  -0.985
H52 -3.0352 -3.6990 -0.4509  -0.108
H53 -3.5521 -3.3889 -2.0897  0.502
H54 -5.5084 -4.0171 -0.7053  0.551
H55 -5.8512 -2.3879 -1.1419  0.053
H56 -5.0537 -3.2880 1.5813  -0.176
H57 -6.2804 -2.1612 1.1177  0.732
H58 -4.7043 0.9165 1.2021  0.326
H59 -6.1831 -0.0089 0.8012  0.577
H60 -5.0392 0.3470 -0.4508  -0.245
C28 2.9252 -3.8888 -2.0223  -0.081
C29 2.6017 -2.8425 -3.1081  1.767
C30 3.4906 -3.0323 -4.3624  -1.214
N4 3.3482 -2.0339 -5.5554  0.292
C31 4.4121 -2.5000 -6.6245  -0.454
C32 4.5488 -1.4379 -7.7035  -0.828
C33 4.8348 0.0285 -7.2031  -0.847
C34 3.7002 0.4072 -6.2667  -0.425
C35 3.7157 -0.5790 -5.0533  0.239
C36 1.9441 -2.0709 -6.1712  -0.997
H61 2.6764 -4.8297 -2.5131  0.529
H62 2.3064 -3.7344 -1.1384  -0.270
H63 3.9539 -3.7380 -1.6950  -0.314
H64 2.6300 -1.8239 -2.7211  -0.958
H65 1.5645 -2.9425 -3.4281  0.184
H66 3.2923 -3.9852 -4.8532  0.499
H67 4.5018 -2.8493 -3.9991  0.153
H68 5.3135 -2.5156 -6.0120  0.412
H69 3.9414 -3.4166 -6.9799  0.468
H70 5.4275 -1.7703 -8.2561  0.427
H71 3.6707 -1.6814 -8.3016  0.384
H72 5.8684 0.0149 -6.8573  0.259
H73 4.8463 0.6670 -8.0865  0.407
H74 3.9240 1.4298 -5.9628  0.327
H75 2.7358 0.5245 -6.7609  0.329
H76 4.6916 -0.6930 -4.5814  0.376
H77 2.9382 -0.2569 -4.3606  -0.498
H78 1.8859 -1.4289 -7.0502  0.469
H79 1.3535 -1.5534 -5.4152  0.317
H80 1.6553 -3.1167 -6.2764  0.323
C37 -2.1680 6.9579 0.5438  -1.572
C38 -1.8190 6.2939 -0.7443  -0.364
C39 -2.1088 4.7818 -0.7398  0.155
N5 -1.9445 4.0530 -2.1039  0.544
C40 -2.7126 4.7396 -3.2538  -0.796
C41 -4.1722 4.8381 -3.0152  -1.087
C42 -4.8735 3.4425 -2.8924  -0.830
C43 -4.1557 2.6047 -1.8451  1.128
C44 -2.5839 2.6518 -1.9327  -0.721
C45 -0.3816 3.8615 -2.3346  -0.902
H81 -2.0066 8.0349 0.4973  0.304
H82 -1.6357 6.4042 1.3172  0.317
H83 -3.1776 6.6511 0.8173  0.536
H84 -0.7355 6.2889 -0.8631  0.063
H85 -2.3118 6.8626 -1.5328  0.224
H86 -3.1364 4.6275 -0.4109  0.569
H87 -1.4673 4.2894 -0.0089  -0.082
H88 -2.1506 5.6633 -3.3918  0.640
H89 -2.4939 4.1667 -4.1549  0.535
H90 -4.4726 5.6435 -2.3451  0.306
H91 -4.4543 5.4044 -3.9028  0.593
H92 -5.9417 3.5893 -2.7327  0.548
H93 -4.8382 2.8810 -3.8259  -0.094
H94 -4.5185 2.8713 -0.8525  0.421
H95 -4.4937 1.5793 -1.9948  -0.856
H96 -2.1691 2.2221 -1.0210  -0.409
H97 -2.2663 2.0035 -2.7494  0.541
H98 -0.0668 4.8969 -2.4648  0.711
H99 -0.3789 3.3456 -3.2948  0.462
H100 0.0211 3.2640 -1.5168  -0.346
C46 -2.8282 -1.4187 -4.6280  -1.559
C47 -4.2709 -0.7491 -4.4438  1.439
C48 -5.3168 -1.3692 -5.3182  -1.281
N6 -6.6338 -0.5715 -5.4687  0.104
C49 -6.4125 0.7578 -6.2271  0.083
C50 -5.9182 0.6312 -7.7273  -0.709
C51 -6.6983 -0.4933 -8.4972  -0.851
C52 -7.0944 -1.7561 -7.7017  -0.709
C53 -7.6037 -1.5076 -6.2435  -0.574
C54 -7.3313 -0.3806 -4.1111  -0.829
H101 -2.1122 -1.1982 -3.8362  0.056
H102 -2.3714 -0.9071 -5.4753  0.584
H103 -2.8266 -2.4972 -4.7858  0.412
H104 -4.2270 0.3400 -4.4417  -0.284
H105 -4.5865 -0.9384 -3.4178  -0.493
H106 -5.4680 -2.3820 -4.9446  0.543
H107 -5.0488 -1.6642 -6.3327  0.413
H108 -5.7490 1.3974 -5.6450  -0.156
H109 -7.3742 1.2704 -6.2046  0.621
H110 -4.8822 0.3088 -7.8317  0.238
H111 -6.0240 1.5600 -8.2878  0.474
H112 -6.2275 -0.7627 -9.4427  0.384
H113 -7.6440 -0.0823 -8.8505  0.410
H114 -6.2698 -2.4687 -7.7186  0.350
H115 -7.7931 -2.3314 -8.3090  0.467
H116 -7.6151 -2.4317 -5.6655  0.413
H117 -8.5690 -1.0015 -6.2321  0.444
H118 -6.7911 0.3442 -3.5019  0.163
H119 -7.3029 -1.2959 -3.5200  0.414
H120 -8.3842 -0.1175 -4.2127  0.437
C55 7.8863 3.3994 1.5795  -1.373
C56 7.7743 3.3420 0.0309  -0.507
C57 6.3456 2.8803 -0.4758  0.114
N7 6.0222 3.2593 -1.9463  0.623
C58 4.6625 2.6448 -2.3020  -1.605
C59 3.5114 3.3491 -1.6524  2.619
C60 3.4604 4.8114 -1.9016  -0.828
C61 4.8291 5.5301 -1.7313  -0.208
C62 5.9893 4.7996 -2.3468  -1.238
C63 7.0325 2.7130 -2.9708  -0.951
H121 7.3149 4.2953 1.8221  0.269
H122 8.8996 3.6306 1.9078  0.430
H123 7.4985 2.6131 2.2271  0.232
H124 8.5727 2.6380 -0.2035  0.429
H125 8.1142 4.3053 -0.3494  0.200
H126 5.7225 3.4052 0.2484  -0.132
H127 6.3510 1.8119 -0.2600  0.340
H128 4.7164 1.6221 -1.9289  0.609
H129 4.4481 2.7000 -3.3693  0.291
H130 3.5441 3.1364 -0.5839  -1.014
H131 2.5868 2.8271 -1.8991  -1.045
H132 2.7583 5.3372 -1.2545  0.465
H133 3.1520 4.9490 -2.9380  0.467
H134 5.1292 5.5449 -0.6836  -0.227
H135 4.8841 6.5773 -2.0287  0.738
H136 6.9735 5.1972 -2.0991  0.605
H137 5.8580 4.8289 -3.4285  0.521
H138 6.8532 3.1402 -3.9575  0.338
H139 6.8900 1.6324 -2.9767  0.340
H140 8.0140 2.9462 -2.5581  0.364
C64 -11.0818 -5.8593 6.3804  -1.396
C65 -9.8896 -5.3019 5.6011  -0.300
C66 -8.5733 -6.0234 6.1194  -0.710
N8 -7.2529 -5.5579 5.3922  0.200
C67 -6.1023 -6.4445 5.9778  -0.226
C68 -5.7934 -6.1817 7.4533  -0.876
C69 -5.6432 -4.6795 7.7201  -0.698
C70 -6.7079 -3.7803 7.1075  -0.942
C71 -6.9874 -4.0590 5.6158  -0.044
C72 -7.5008 -5.8058 3.9166  -0.889
H141 -12.0248 -5.4023 6.0803  0.392
H142 -10.9268 -5.7458 7.4533  0.348
H143 -11.1230 -6.9108 6.0962  0.364
H144 -9.9024 -4.2313 5.8051  0.270
H145 -10.0350 -5.4740 4.5346  0.307
H146 -8.6753 -7.0885 5.9112  0.452
H147 -8.4020 -5.8485 7.1815  0.481
H148 -6.2959 -7.4880 5.7293  0.517
H149 -5.2668 -6.2382 5.3088  0.034
H150 -6.6363 -6.5541 8.0355  0.306
H151 -4.9963 -6.8217 7.8317  0.510
H152 -5.5708 -4.5261 8.7969  0.488
H153 -4.6411 -4.5435 7.3132  0.234
H154 -7.6204 -3.9180 7.6875  0.426
H155 -6.3358 -2.7612 7.2129  0.504
H156 -7.8309 -3.4995 5.2112  0.570
H157 -6.1354 -3.8099 4.9832  -0.176
H158 -7.8579 -6.8321 3.8319  0.292
H159 -6.5615 -5.5735 3.4147  0.075
H160 -8.2411 -5.0171 3.7818  0.520
C73 -1.1715 -1.2893 4.8990  -1.698
C74 0.0696 -0.9993 4.1162  -0.389
C75 0.0066 0.0503 2.9071  0.119
N9 1.2794 0.1631 1.9773  0.949
C76 2.5717 0.2537 2.9034  -0.851
C77 2.5458 1.5647 3.7159  -1.327
C78 2.4045 2.7933 2.8242  -0.305
C79 1.2311 2.7037 1.8509  -1.432
C80 1.0339 1.3523 1.0299  1.215
C81 1.4890 -1.0625 1.0343  -0.047
H161 -1.9397 -1.4251 4.1378  0.119
H162 -1.4760 -0.3695 5.3983  0.488
H163 -1.1725 -2.1849 5.5202  0.491
H164 0.4209 -1.9766 3.7853  0.019
H165 0.8260 -0.6392 4.8136  0.405
H166 -0.2911 1.0656 3.1691  0.775
H167 -0.7715 -0.1643 2.1746  -0.514
H168 2.7972 -0.6746 3.4283  0.432
H169 3.4332 0.3591 2.2441  0.566
H170 1.6820 1.6200 4.3783  0.237
H171 3.4909 1.7047 4.2406  0.734
H172 2.3293 3.7730 3.2961  0.665
H173 3.3183 2.9299 2.2459  -0.593
H174 0.3020 2.9875 2.3452  0.450
H175 1.2333 3.6521 1.3137  0.740
H176 0.0257 1.2028 0.6436  -0.325
H177 1.7350 1.3620 0.1954  -0.197
H178 2.3739 -0.8246 0.4439  0.414
H179 0.6834 -1.1599 0.3065  -0.354
H180 1.4775 -1.9660 1.6439  -0.259
C82 -2.4015 11.5080 1.5669  -1.368
C83 -0.9166 11.9393 1.2554  -0.464
C84 -0.1353 10.8058 0.5685  -0.535
N10 1.3332 11.2839 0.2154  0.258
C85 2.3383 11.5412 1.3533  -0.845
C86 2.5064 10.3273 2.3181  -1.052
C87 2.9014 9.0350 1.4753  -0.400
C88 2.0783 8.7812 0.2931  0.908
C89 1.9235 10.0187 -0.6021  -1.045
C90 1.4599 12.5136 -0.7636  -1.008
H181 -2.5381 10.5970 2.1496  0.341
H182 -2.9452 11.3975 0.6287  0.376
H183 -2.8954 12.3648 2.0253  0.393
H184 -0.3517 12.3491 2.0927  0.375
H185 -1.0957 12.7178 0.5138  0.319
H186 -0.5836 10.4744 -0.3682  0.351
H187 0.0195 9.8880 1.1357  0.298
H188 2.1214 12.5006 1.8231  0.532
H189 3.2575 11.8029 0.8292  0.509
H190 1.6312 10.1340 2.9384  0.311
H191 3.1977 10.5653 3.1266  0.551
H192 2.8951 8.1865 2.1595  0.206
H193 3.9002 9.2179 1.0790  0.269
H194 1.1803 8.2414 0.5937  -0.163
H195 2.5416 8.0242 -0.3396  -0.218
H196 1.3869 9.7875 -1.5222  0.428
H197 2.9264 10.1920 -0.9923  0.449
H198 1.1806 13.3829 -0.1682  0.438
H199 0.7566 12.3903 -1.5871  0.380
H200 2.4259 12.7390 -1.2154  0.376
B1 4.6707 5.7275 2.6603  0.507
F1 4.8383 4.5892 3.3478  -0.354
F2 5.4903 5.8214 1.5662  -0.369
F3 3.3209 5.8150 2.3392  -0.313
F4 4.9312 6.8293 3.4496  -0.334
B2 -3.4911 -5.1906 2.9631  -0.063
F5 -2.7418 -4.3737 2.1092  -0.084
F6 -2.8220 -6.3086 3.3640  -0.264
F7 -3.9347 -4.4247 4.0153  -0.318
F8 -4.6110 -5.6476 2.2511  -0.423
B3 0.7279 0.2772 -2.3224  0.113
F9 0.0439 1.2161 -1.6535  0.256
F10 0.7306 0.6298 -3.6180  -0.212
F11 2.0813 0.2324 -2.0026  -0.318
F12 0.1568 -0.9048 -2.0599  -0.175
B4 3.5289 -3.5642 2.0040  -0.082
F13 2.8939 -4.1107 0.9486  -0.179
F14 4.0484 -2.3566 1.6378  -0.396
F15 2.5596 -3.3426 2.9953  -0.132
F16 4.5218 -4.3449 2.5477  -0.200
B5 -3.0841 3.1089 2.2345  0.324
F17 -2.3615 2.1888 1.5882  -0.163
F18 -4.0896 3.3956 1.3384  -0.398
F19 -3.4757 2.6145 3.4403  -0.345
F20 -2.2933 4.2045 2.3995  -0.257